1.
51
Properties=species:S:1:pos:R:3 method="wB97M-V/def2-TZVPD" e_homo_ev=-6.31
Sr 0.000 0.000 0.000
H -3.361 -0.443 -0.369
H -3.363 0.317 -0.364
P 0.128 -2.324 -0.253
P 0.132 2.331 -0.202
C 0.346 3.305 1.355
H 0.526 4.375 1.153
H -0.559 3.190 1.975
H 1.198 2.886 1.916
C 1.539 2.933 -1.237
H 1.433 2.514 -2.250
H 1.565 4.037 -1.283
H 2.481 2.558 -0.804
C -1.317 3.178 -0.990
H -2.205 3.048 -0.349
H -1.126 4.257 -1.133
H -1.516 2.709 -1.968
C 1.635 -2.904 -1.152
H 1.648 -4.004 -1.255
H 1.652 -2.429 -2.146
H 2.528 -2.574 -0.596
C 0.161 -3.363 1.277
H -0.796 -3.244 1.810
H 0.330 -4.431 1.050
H 0.965 -2.992 1.934
C -1.231 -3.119 -1.232
H -1.317 -2.601 -2.201
H -1.035 -4.193 -1.402
H -2.184 -3.006 -0.688
H 0.182 -0.006 -1.735
H 1.562 -0.004 0.308
C 0.584 0.695 3.258
N -0.443 0.127 4.103
C -0.398 0.502 5.508
C -1.358 -0.722 3.494
O -1.311 -0.821 2.247
N -2.314 -1.499 4.167
C -2.646 -1.528 5.596
C -3.079 -2.483 3.403
H 1.216 1.446 3.770
H 0.069 1.146 2.416
H 1.239 -0.111 2.868
H -1.332 1.039 5.783
H -0.176 -0.383 6.140
H 0.411 1.225 5.734
H -3.740 -1.380 5.720
H -2.385 -2.526 6.018
H -2.220 -0.792 6.260
H -3.600 -2.017 2.551
H -2.414 -3.300 3.067
H -3.836 -3.013 4.030



2.
19
Properties=species:S:1:pos:R:3 method="wB97M-V/def2-TZVPD" e_homo_ev="-13.07 / -11.47" charge=+1 relative_energy_kcal_mol=97.3
C 0.303 0.717 -0.639
C 1.486 0.814 0.297
C -0.543 -0.558 -0.377
C -0.731 1.945 -0.429
C -1.262 -0.852 0.922
N 0.246 -1.709 -0.878
S 2.858 0.003 -0.029
H 0.685 0.632 -1.660
H 1.372 1.362 1.191
H -1.021 1.986 0.541
H -1.587 1.567 -1.093
H -0.212 2.820 -0.755
H -2.026 -0.079 1.072
H -0.680 -0.862 1.827
H -1.782 -1.896 0.942
H 1.239 -1.493 -0.573
H 0.187 -1.644 -1.867
H -0.045 -2.554 -0.389
H 3.033 -0.021 1.327